{
  "formula": "C28H21Co2N2O8",
  "method": "ωB97M-V with the def2-TZVPD basis set",
  "max_force_ha_per_bohr": 0.08701,
  "e_above_lowest_kcal_mol": 107.1,
  "homo_lumo_gap_ev": 2.6,
  "charge": -1,
  "energy_ev": -123985.67402,
  "species": ["H", "C", "H", "C", "C", "N", "C", "C", "C", "C", "O", "C", "C", "C", "C", "C", "C", "N", "O", "H", "H", "H", "H", "H", "H", "H", "H", "H", "H", "H", "H", "O", "C", "Co", "C", "O", "C", "O", "C", "C", "C", "C", "C", "C", "C", "C", "C", "Co", "C", "O", "C", "O", "C", "O", "H", "H", "H", "H", "H", "H", "H"],
  "xyz": [[-0.2560, 0.7489, 1.9922], [0.3884, 1.2967, -1.3975], [0.2516, 2.3093, -1.0155], [1.4319, 0.4834, -0.9124], [1.5782, -0.7979, -1.4087], [0.6836, -1.2519, -2.3433], [0.9799, -2.2706, -3.2855], [0.1541, -2.3718, -4.4171], [0.4207, -3.2688, -5.4366], [1.4951, -4.1733, -5.2821], [1.5447, -5.2160, -6.1527], [2.4676, -6.2781, -5.8285], [2.3946, -4.0327, -4.1882], [2.1043, -3.1090, -3.1782], [-0.5569, -0.6399, -2.3905], [-0.7179, 0.6684, -1.9961], [-2.0999, 1.2550, -1.9082], [-2.1907, 2.6245, -1.7276], [-3.0803, 0.5278, -1.8943], [2.0728, 0.8216, -0.1016], [2.4198, -1.4339, -1.1769], [-0.7106, -1.7266, -4.5337], [-0.1975, -3.3325, -6.3257], [2.2790, -7.0199, -6.5957], [3.4943, -5.9006, -5.8977], [2.2543, -6.6880, -4.8320], [3.2999, -4.6494, -4.1225], [2.7586, -3.0510, -2.3116], [-1.3564, -1.2330, -2.7906], [-1.4375, 3.2473, -1.9794], [-3.1252, 2.9960, -1.8095], [-4.1351, 5.8069, 0.2277], [-3.4823, 5.0192, 0.7717], [-2.4710, 3.7979, 1.5632], [-3.7052, 2.7230, 0.8141], [-4.6109, 2.1007, 0.4702], [-1.0542, 4.1584, 0.5919], [-0.1785, 4.5759, -0.0417], [-2.5147, 2.3826, 2.8833], [-1.4259, 1.6587, 3.2402], [-0.8226, 0.3918, 2.8150], [0.2590, -0.3720, 3.5899], [0.3629, -1.7709, 3.4902], [1.3435, -2.4513, 4.2089], [2.2552, -1.7492, 5.0137], [2.2603, -0.3495, 4.9548], [1.2873, 0.3335, 4.2210], [-1.1977, 3.3995, 3.6222], [-1.7433, 5.0686, 2.8881], [-1.7352, 6.2273, 3.1009], [0.4920, 3.8570, 3.5781], [1.5942, 4.2138, 3.6044], [-1.4127, 3.5140, 5.3622], [-1.5345, 3.5179, 6.5141], [-3.5314, 2.2128, 3.2589], [-1.5701, -0.2857, 2.3661], [-0.3218, -2.3266, 2.8386], [1.4651, -3.5284, 4.1160], [2.9783, -2.2794, 5.6336], [3.0596, 0.2030, 5.4380], [1.3454, 1.4167, 4.1123]]
}

{
  "formula": "C28H21N4O8S",
  "method": "ωB97M-V with the def2-TZVPD basis set",
  "max_force_ha_per_bohr": 0.06260,
  "homo_lumo_gap_ev": 4.3,
  "charge": -1,
  "energy_ev": -62545.23972,
  "species": ["C", "C", "C", "C", "C", "S", "O", "O", "N", "C", "C", "C", "C", "C", "C", "C", "N", "O", "O", "C", "C", "C", "H", "H", "H", "H", "H", "H", "H", "H", "H", "H", "H", "H", "C", "C", "C", "C", "C", "N", "O", "O", "C", "C", "C", "C", "C", "C", "N", "O", "O", "C", "C", "H", "H", "H", "H", "H", "H", "H", "H", "H"],
  "xyz": [[-7.2854, -2.7831, 3.3459], [-6.2072, -2.0743, 2.5702], [-6.2482, -2.0582, 1.1725], [-5.2655, -1.3988, 0.4373], [-4.1951, -0.7847, 1.0948], [-2.9184, 0.0228, 0.1208], [-3.1338, -0.3463, -1.2539], [-2.7012, 1.3816, 0.5307], [-1.3811, -0.6750, 0.6054], [-1.1235, -2.0535, 0.5600], [-1.8827, -3.0799, 0.0065], [-1.3428, -4.3693, 0.0291], [-0.0803, -4.6068, 0.6107], [0.6669, -3.5647, 1.1816], [0.1583, -2.2741, 1.0985], [0.6665, -0.9563, 1.4501], [1.8429, -0.7209, 2.1738], [2.6061, -1.6801, 2.4415], [2.0854, 0.4563, 2.5464], [-0.2747, -0.0071, 1.0716], [-4.1738, -0.7441, 2.4907], [-5.1559, -1.4137, 3.2195], [-7.1068, -2.6915, 4.4219], [-8.2771, -2.3644, 3.1263], [-7.3254, -3.8512, 3.0929], [-7.0643, -2.5692, 0.6567], [-5.3277, -1.3795, -0.6452], [-2.8453, -2.8631, -0.4470], [-1.9013, -5.1917, -0.4187], [0.3230, -5.6202, 0.6019], [1.6232, -3.7133, 1.6792], [-0.2051, 1.0623, 1.1877], [-3.3918, -0.1946, 3.0022], [-5.1222, -1.4271, 4.3114], [2.3101, 1.6579, -0.7704], [3.0656, 2.7733, -0.3270], [2.8269, 3.3180, 0.9824], [3.5387, 4.3919, 1.4680], [4.5859, 4.9401, 0.6962], [5.4171, 5.9477, 1.2521], [6.3616, 6.3862, 0.5567], [5.1867, 6.3551, 2.4132], [4.8667, 4.4361, -0.5908], [4.1428, 3.3681, -1.0789], [2.3112, 1.1594, -2.1009], [2.5430, 1.9983, -3.2475], [2.6413, 1.4800, -4.5217], [2.5230, 0.0879, -4.7136], [2.7967, -0.4651, -5.9928], [2.7196, -1.7049, -6.1480], [3.1115, 0.3139, -6.9214], [2.2103, -0.7648, -3.6322], [2.0860, -0.2368, -2.3629], [1.7700, 1.1000, -0.0086], [2.0696, 2.8452, 1.6072], [3.3332, 4.8225, 2.4462], [5.6689, 4.8990, -1.1638], [4.4219, 2.9644, -2.0518], [2.6500, 3.0764, -3.1197], [2.8513, 2.1079, -5.3869], [2.1040, -1.8297, -3.8324], [1.8506, -0.8945, -1.5242]]
}

{
  "formula": "C28H22F9IrN3O7PS2",
  "method": "ωB97M-V with the def2-TZVPD basis set",
  "multiplicity": 2,
  "max_force_ha_per_bohr": 0.10193,
  "e_above_lowest_kcal_mol": 64.9,
  "homo_lumo_gap_ev": [6.4, 6.2],
  "charge": 1,
  "energy_ev": -106444.38134,
  "species": ["Ir", "C", "C", "C", "C", "C", "C", "P", "C", "C", "C", "C", "C", "C", "C", "C", "C", "C", "C", "C", "C", "C", "C", "C", "H", "H", "H", "H", "H", "H", "H", "H", "H", "H", "H", "H", "H", "H", "H", "H", "F", "C", "F", "F", "C", "O", "O", "F", "C", "F", "F", "S", "O", "O", "N", "S", "O", "O", "C", "F", "F", "F", "C", "N", "C", "N", "O", "H", "H", "H", "H", "H", "H"],
  "xyz": [[-0.9575, 0.0571, -0.7216], [5.2470, -1.3003, -2.0567], [4.9414, -1.8517, -0.8221], [3.7637, -1.5114, -0.1737], [2.8966, -0.5921, -0.7622], [3.2072, -0.0384, -2.0072], [4.3778, -0.3931, -2.6499], [1.3907, -0.0374, 0.0428], [1.3087, -0.8686, 1.6357], [1.3364, -0.1604, 2.8355], [1.2567, -0.8479, 4.0372], [1.1352, -2.2334, 4.0468], [1.1001, -2.9382, 2.8522], [1.1876, -2.2620, 1.6446], [1.6836, 1.7113, 0.2424], [2.8377, 2.2068, 0.7949], [3.0258, 3.6007, 0.8711], [2.0641, 4.4481, 0.3902], [0.8758, 3.9520, -0.1952], [-0.1456, 4.8039, -0.6934], [-1.2784, 4.2835, -1.2428], [-1.4457, 2.8774, -1.3379], [-0.4830, 2.0402, -0.8569], [0.6943, 2.5539, -0.2642], [6.1676, -1.5735, -2.5551], [5.6238, -2.5489, -0.3547], [3.5412, -1.9473, 0.7893], [2.5286, 0.6673, -2.4638], [4.6150, 0.0376, -3.6137], [1.4139, 0.9189, 2.8265], [1.3054, -0.2998, 4.9703], [1.0632, -2.7634, 4.9878], [1.0115, -4.0166, 2.8564], [1.1477, -2.8034, 0.7095], [3.5958, 1.5309, 1.1737], [3.9305, 3.9948, 1.3139], [2.2058, 5.5205, 0.4516], [-0.0062, 5.8768, -0.6388], [-2.0515, 4.9362, -1.6257], [-2.3382, 2.4715, -1.8023], [-4.5154, -2.4764, 1.2558], [-4.5888, -1.2219, 0.8452], [-5.5606, -1.0926, -0.0414], [-4.9133, -0.4552, 1.9249], [-3.2405, -0.6988, 0.3121], [-2.1852, -1.2667, 0.6859], [-3.2476, 0.3721, -0.3408], [1.9666, -2.0192, -4.1681], [0.7460, -1.6305, -3.8330], [0.8256, -0.3773, -3.3761], [-0.0300, -1.6408, -4.8992], [0.1014, -2.7919, -2.4937], [0.2262, -1.9847, -1.2528], [0.9512, -3.9264, -2.5555], [-1.3830, -3.1094, -2.8613], [-2.4743, -1.9894, -2.6987], [-1.8439, -0.6263, -2.6803], [-3.4563, -2.2635, -1.7057], [-3.3828, -2.0295, -4.3095], [-3.9672, -3.2027, -4.4389], [-2.5552, -1.8248, -5.3172], [-4.2869, -1.0623, -4.2711], [-2.7893, 0.4496, 4.3369], [-1.7975, 0.3797, 3.2766], [-1.8523, 1.0315, 2.1237], [-2.8583, 1.8855, 1.9065], [-0.8767, 0.9098, 1.2963], [-2.5029, -0.2450, 5.1203], [-3.7743, 0.1576, 3.9732], [-2.8385, 1.4540, 4.7607], [-1.0077, -0.2409, 3.3736], [-3.6998, 1.8143, 2.4550], [-2.9633, 2.2204, 0.9619]]
}

{
  "formula": "C28H23BrCl2N7O2Tc",
  "method": "ωB97M-V with the def2-TZVPD basis set",
  "multiplicity": 2,
  "max_force_ha_per_bohr": 0.04697,
  "e_above_lowest_kcal_mol": 7.1,
  "homo_lumo_gap_ev": [5.9, 6.7],
  "charge": 1,
  "energy_ev": -141217.37473,
  "species": ["Tc", "O", "C", "C", "C", "C", "C", "C", "C", "O", "N", "N", "C", "C", "C", "C", "C", "C", "N", "H", "H", "H", "H", "H", "H", "H", "H", "H", "H", "C", "C", "N", "C", "C", "N", "H", "H", "H", "H", "H", "H", "Cl", "C", "C", "C", "C", "C", "Cl", "C", "N", "H", "H", "H", "Br", "C", "C", "C", "N", "C", "C", "H", "H", "H", "H"],
  "xyz": [[0.4644, 0.1258, 0.0503], [-3.5199, -1.3382, -1.7224], [-4.1846, -1.3037, -0.5507], [-5.5260, -1.6803, -0.5935], [-6.2836, -1.6805, 0.5567], [-5.7308, -1.3020, 1.7818], [-4.4132, -0.9118, 1.8296], [-3.6141, -0.9055, 0.6753], [-2.2229, -0.4444, 0.7632], [-1.4456, -0.6976, -0.2594], [-1.8319, 0.1701, 1.8771], [-0.5138, 0.5411, 1.7512], [0.1439, 1.0439, 2.7283], [1.5507, 1.3762, 2.4418], [2.3572, 2.0290, 3.3587], [3.6462, 2.3826, 2.9982], [4.1020, 2.0717, 1.7270], [3.2534, 1.3998, 0.8687], [2.0117, 1.0503, 1.2091], [-2.6020, -1.0593, -1.5498], [-5.9459, -1.9699, -1.5478], [-7.3240, -1.9771, 0.5045], [-6.3324, -1.3114, 2.6804], [-3.9629, -0.5998, 2.7625], [-0.3243, 1.2229, 3.6906], [1.9596, 2.2680, 4.3366], [4.2860, 2.9045, 3.6983], [5.0959, 2.3424, 1.4006], [3.5643, 1.1303, -0.1319], [0.3643, -2.8842, -1.9308], [1.2543, -1.7738, -2.3707], [1.4718, -0.6324, -1.7448], [2.3480, 0.0997, -2.5310], [2.6678, -0.6141, -3.6348], [1.9700, -1.7962, -3.5171], [-0.4658, -2.4857, -1.3529], [0.9069, -3.6005, -1.3104], [-0.0373, -3.4186, -2.7910], [2.6464, 1.0996, -2.2646], [3.2925, -0.3879, -4.4807], [1.9699, -2.5521, -4.1810], [-1.1550, 1.1995, -3.4510], [-0.7249, 2.7396, -2.7785], [-0.9881, 3.8894, -3.4962], [-0.6566, 5.1221, -2.9541], [-0.0781, 5.2053, -1.6964], [0.1659, 4.0497, -0.9827], [0.8739, 4.1754, 0.5956], [-0.1361, 2.7815, -1.5033], [0.1117, 1.6257, -0.8242], [-1.4479, 3.8138, -4.4717], [-0.8518, 6.0259, -3.5156], [0.1742, 6.1625, -1.2612], [2.9363, -5.1609, 3.5658], [2.2116, -3.7929, 2.5254], [0.8789, -3.4473, 2.6581], [0.3929, -2.4075, 1.8895], [1.1538, -1.7249, 1.0201], [2.4384, -2.0912, 0.8872], [3.0074, -3.1143, 1.6165], [0.2254, -3.9648, 3.3458], [-0.6453, -2.1095, 1.9675], [3.0200, -1.5363, 0.1632], [4.0472, -3.3717, 1.4754]]
}

Q: What is the formula in the second record?
A: C28H21N4O8S